No. 1
{"formula": "C34H37N4O", "method": "ωB97M-V with the def2-TZVPD basis set", "spin_multiplicity": 1, "homo_lumo_gap_ha": 0.212, "total_charge": 1, "relative_energy_kcal_mol": 0.00, "species": ["C", "C", "N", "C", "C", "C", "C", "C", "C", "C", "C", "C", "C", "N", "C", "C", "C", "C", "C", "C", "C", "C", "C", "C", "C", "H", "H", "H", "H", "H", "H", "H", "H", "H", "H", "H", "H", "H", "H", "H", "H", "H", "H", "H", "H", "H", "H", "H", "H", "H", "C", "O", "C", "C", "C", "C", "N", "C", "N", "C", "C", "C", "C", "C", "H", "H", "H", "H", "H", "H", "H", "H", "H", "H", "H", "H"], "coordinates": [[4.153, -2.047, 2.502], [5.314, -1.128, 2.074], [5.029, 0.293, 2.347], [5.970, 1.437, 2.457], [5.040, 2.669, 2.622], [3.636, 2.115, 2.543], [2.407, 2.718, 2.603], [1.228, 1.943, 2.417], [-0.039, 2.573, 2.499], [-1.306, 1.947, 2.589], [-2.483, 2.724, 2.398], [-3.711, 2.117, 2.431], [-3.789, 0.723, 2.591], [-5.101, 0.287, 2.559], [-5.386, -1.136, 2.824], [-4.220, -2.049, 2.398], [-2.838, -1.567, 2.905], [-2.666, -0.077, 2.808], [-1.450, 0.557, 2.868], [-6.044, 1.430, 2.455], [-5.115, 2.667, 2.331], [1.370, 0.555, 2.132], [2.589, -0.076, 2.153], [3.714, 0.724, 2.357], [2.766, -1.562, 2.013], [4.331, -3.069, 2.142], [4.142, -2.119, 3.597], [6.245, -1.397, 2.581], [5.493, -1.225, 1.000], [6.635, 1.304, 3.314], [6.587, 1.501, 1.555], [5.196, 3.171, 3.584], [5.198, 3.416, 1.833], [2.335, 3.772, 2.807], [-0.038, 3.650, 2.477], [-2.410, 3.780, 2.209], [-5.570, -1.238, 3.897], [-6.313, -1.405, 2.311], [-4.400, -3.075, 2.747], [-4.200, -2.111, 1.302], [-2.683, -1.887, 3.942], [-2.040, -2.043, 2.317], [-0.610, -0.016, 3.217], [-6.693, 1.313, 1.582], [-6.678, 1.473, 3.346], [-5.294, 3.401, 3.129], [-5.252, 3.185, 1.374], [0.526, -0.022, 1.804], [2.606, -1.854, 0.967], [1.973, -2.058, 2.592], [4.639, 3.450, 10.363], [3.241, 3.479, 10.198], [2.705, 2.251, 9.790], [1.330, 2.163, 9.545], [0.765, 0.986, 9.113], [1.556, -0.137, 8.910], [0.983, -1.367, 8.402], [0.050, -1.512, 7.449], [-0.236, -2.804, 7.286], [-1.217, -3.384, 6.372], [0.557, -3.551, 8.181], [1.316, -2.665, 8.864], [2.913, -0.068, 9.171], [3.479, 1.104, 9.604], [4.991, 4.443, 10.641], [4.899, 2.746, 11.154], [5.115, 3.157, 9.426], [0.721, 3.038, 9.693], [-0.294, 0.921, 8.924], [-1.679, -2.590, 5.794], [-0.734, -4.077, 5.691], [-1.993, -3.908, 6.923], [0.548, -4.621, 8.286], [2.023, -2.882, 9.644], [3.525, -0.942, 9.017], [4.539, 1.136, 9.783]], "mulliken_charge": [-0.8324, -0.6576, -0.0125, -0.7204, -0.7229, 0.4693, -1.4056, 0.4672, -0.1750, 0.4729, -1.4571, 0.5022, 0.5024, -0.0237, -0.6975, -0.8406, -0.2647, -0.1364, -1.3800, -0.7221, -0.7125, -1.2904, -0.1022, 0.4927, -0.7170, 0.3838, 0.3358, 0.4251, 0.2888, 0.3338, 0.3414, 0.3275, 0.3151, 0.4919, 0.4846, 0.4945, 0.3024, 0.4227, 0.3984, 0.3228, -0.2050, 0.4771, 1.6157, 0.3355, 0.3416, 0.3177, 0.3264, 1.3951, 0.3431, 0.3573, -0.8011, -0.4473, 0.8053, -0.5620, -0.3078, 0.1857, 0.4666, -0.7778, 0.3770, -0.9515, -0.6734, -0.3599, -1.1120, -0.1889, 0.2380, 0.3276, 0.3276, 0.4338, 0.4388, 0.2309, 0.3454, 0.3618, 0.4298, 0.4167, 0.4116, 0.3763]}

=====

No. 2
{"formula": "C34H37N4O3Ru", "method": "ωB97M-V with the def2-TZVPD basis set", "spin_multiplicity": 1, "homo_lumo_gap_ha": [0.192, 0.192], "total_charge": 1, "species": ["Ru", "C", "C", "N", "N", "C", "O", "C", "C", "C", "C", "C", "C", "C", "C", "C", "C", "C", "N", "H", "H", "H", "H", "H", "H", "H", "H", "H", "H", "H", "H", "C", "C", "O", "C", "C", "C", "C", "C", "C", "O", "H", "H", "H", "H", "H", "H", "H", "C", "C", "C", "C", "C", "C", "C", "C", "N", "C", "C", "C", "C", "H", "H", "H", "H", "H", "H", "H", "H", "H", "H", "H", "H", "H", "H", "H", "H", "H", "H"], "coordinates": [[0.411, 0.084, -0.593], [-0.539, 2.725, 2.647], [-0.019, 1.652, 1.754], [-0.332, 1.541, 0.505], [-1.292, 2.309, -0.115], [-1.805, 1.540, -1.053], [-1.389, 0.294, -1.230], [-2.882, 2.008, -1.931], [-3.288, 1.221, -3.007], [-4.264, 1.690, -3.871], [-4.832, 2.939, -3.664], [-4.435, 3.720, -2.585], [-3.462, 3.258, -1.718], [0.813, 0.524, 2.183], [1.302, 0.460, 3.479], [1.875, -0.622, 4.201], [1.956, -1.913, 3.806], [1.543, -2.431, 2.459], [0.959, -0.419, 1.199], [-1.150, 3.414, 2.073], [0.287, 3.279, 3.098], [-1.141, 2.302, 3.452], [-2.837, 0.250, -3.160], [-4.582, 1.081, -4.706], [-5.589, 3.307, -4.344], [-4.885, 4.690, -2.422], [-3.146, 3.855, -0.873], [1.163, 1.369, 4.051], [2.207, -0.382, 5.203], [2.369, -2.623, 4.515], [2.179, -3.289, 2.239], [1.965, -3.152, -3.067], [1.385, -1.814, -2.729], [1.242, -1.564, -1.513], [1.028, -0.858, -3.755], [0.920, -1.266, -5.100], [0.616, -0.366, -6.089], [0.429, 0.983, -5.757], [0.540, 1.418, -4.457], [0.844, 0.510, -3.431], [0.974, 1.007, -2.212], [2.394, -3.584, -2.167], [2.719, -3.078, -3.849], [1.171, -3.809, -3.430], [1.057, -2.310, -5.348], [0.526, -0.691, -7.116], [0.190, 1.696, -6.535], [0.395, 2.456, -4.191], [6.602, -2.809, 1.290], [5.503, -1.863, 0.887], [5.761, -0.780, 0.054], [4.746, 0.092, -0.312], [5.015, 1.275, -1.202], [3.460, -0.136, 0.162], [3.171, -1.223, 0.987], [4.212, -2.075, 1.358], [1.850, -1.456, 1.418], [0.101, -3.039, 2.431], [0.194, -4.364, 3.202], [-0.304, -3.346, 0.990], [-0.975, -2.180, 3.099], [7.567, -2.477, 0.911], [6.414, -3.811, 0.900], [6.673, -2.888, 2.375], [6.769, -0.608, -0.305], [6.071, 1.342, -1.457], [4.724, 2.205, -0.712], [4.445, 1.204, -2.131], [2.694, 0.578, -0.138], [4.047, -2.913, 2.021], [0.888, -5.056, 2.720], [-0.786, -4.842, 3.237], [0.519, -4.215, 4.234], [0.498, -3.845, 0.443], [-0.581, -2.448, 0.440], [-1.175, -4.004, 0.999], [-0.748, -1.972, 4.146], [-1.921, -2.723, 3.072], [-1.136, -1.233, 2.583]], "mulliken_charge": [0.4641, -1.7564, 0.6200, 1.3077, -1.4199, 0.7885, -0.8348, 0.4799, -0.3312, -0.8145, -0.3555, -0.6691, -0.3606, 0.4842, -0.5173, -0.7328, -0.9937, -0.6794, 0.7922, 0.3741, 0.4232, 0.3734, 0.4925, 0.4123, 0.4060, 0.4051, 0.4796, 0.4218, 0.4970, 0.5796, 0.8309, -1.9215, 0.9890, 0.1257, 0.4517, -1.0327, -0.7680, -0.5390, -0.3676, 0.5350, -0.7651, 0.3517, 0.4533, 0.4198, 0.4616, 0.4262, 0.4438, 0.5169, -1.6361, 0.2402, -0.9968, 0.0506, -1.5537, 0.4969, 1.4824, -1.2533, 0.0107, 1.8656, -1.8873, -1.5541, -1.7328, 0.3712, 0.3429, 0.3550, 0.3193, 0.3970, 0.3516, 0.2510, 0.5623, 0.4350, 0.4272, 0.4842, 0.3659, 0.3299, -0.0053, 0.5320, 0.3538, 0.5734, 0.0734]}

=====

No. 3
{"formula": "C34H37N5Y", "method": "ωB97M-V with the def2-TZVPD basis set", "spin_multiplicity": 1, "homo_lumo_gap_ha": [0.175, 0.148], "total_charge": -1, "relative_energy_kcal_mol": 10.05, "species": ["Y", "N", "N", "C", "C", "C", "C", "H", "H", "H", "C", "C", "H", "H", "H", "C", "C", "H", "H", "H", "C", "H", "H", "H", "C", "H", "H", "H", "C", "H", "C", "H", "C", "H", "C", "H", "C", "C", "H", "C", "C", "H", "C", "H", "N", "C", "C", "C", "H", "C", "C", "H", "H", "H", "C", "H", "C", "C", "H", "H", "H", "C", "H", "H", "H", "N", "C", "C", "C", "C", "C", "N", "C", "H", "H", "H", "H"], "coordinates": [[0.753, 0.452, -0.595], [4.167, 3.888, -2.002], [0.982, -1.430, -1.745], [-1.747, 0.729, 0.585], [-1.644, 1.376, -0.675], [-1.074, 2.709, -0.449], [-0.927, 3.698, -1.394], [-1.246, 3.508, -2.415], [1.685, 4.532, -2.467], [-0.544, 4.671, -1.100], [-0.713, 2.754, 0.966], [-0.152, 3.948, 1.622], [-0.949, 4.581, 2.050], [0.403, 4.555, 0.898], [0.539, 3.689, 2.436], [-1.183, 1.595, 1.589], [-1.285, 1.398, 3.057], [-0.300, 1.373, 3.544], [-1.806, 0.467, 3.303], [-1.855, 2.224, 3.511], [-2.164, 0.899, -1.980], [-3.143, 1.345, -2.219], [-2.303, -0.194, -1.995], [-1.485, 1.168, -2.806], [-2.601, -0.452, 0.862], [-2.231, -1.013, 1.729], [-2.619, -1.136, 0.008], [-3.645, -0.156, 1.071], [5.321, 3.455, -1.521], [6.099, 4.205, -1.351], [5.582, 2.105, -1.197], [6.535, 1.859, -0.738], [4.585, 1.160, -1.441], [4.715, 0.124, -1.129], [3.384, 1.554, -2.032], [2.674, 0.846, -2.497], [3.151, 2.983, -2.210], [1.863, 3.459, -2.474], [1.101, 2.759, -2.816], [-0.027, -1.695, -0.878], [1.016, -2.421, -2.740], [1.761, -2.422, -3.517], [-0.006, -3.279, -2.501], [-0.314, -4.179, -3.014], [-0.621, -2.845, -1.314], [-1.696, -3.497, -0.671], [-2.852, -3.805, -1.408], [-3.925, -4.390, -0.721], [-4.823, -4.666, -1.278], [-3.881, -4.612, 0.658], [-5.068, -5.180, 1.369], [-5.135, -4.790, 2.390], [-5.002, -6.273, 1.431], [-5.985, -4.931, 0.827], [-2.716, -4.306, 1.360], [-2.648, -4.520, 2.430], [-1.612, -3.753, 0.712], [-0.384, -3.451, 1.509], [0.554, -3.673, 0.988], [-0.417, -4.064, 2.420], [-0.353, -2.406, 1.851], [-2.999, -3.457, -2.855], [-2.379, -4.087, -3.508], [-2.774, -2.400, -3.068], [-4.045, -3.621, -3.141], [4.672, 5.014, 1.283], [4.154, 4.000, 1.559], [3.523, 2.743, 1.909], [3.852, 2.052, 3.072], [3.219, 0.844, 3.360], [2.314, 0.319, 2.436], [2.027, 0.978, 1.285], [2.562, 2.208, 1.059], [4.599, 2.483, 3.734], [3.418, 0.297, 4.277], [1.813, -0.645, 2.570], [2.251, 2.745, 0.145]], "mulliken_charge": [0.5455, -0.6549, -0.6108, 1.4863, -0.3871, 1.1600, -2.1881, 0.3279, 0.2728, 0.4240, 1.0166, -1.8106, 0.3678, 0.4197, 0.3583, 0.4445, -1.7384, 0.2871, 0.4465, 0.3111, -1.1341, 0.4034, -0.0389, 0.3242, -1.2450, 0.2390, -0.1028, 0.3214, -0.2545, 0.3465, -0.6368, 0.3388, -0.3932, 0.3279, -0.5660, 1.2594, 0.1863, -1.1456, 0.3368, -0.6579, -1.3888, 0.5073, 0.0285, 0.5187, 1.1168, 0.2149, 1.2540, -1.1158, 0.3460, 0.6612, -1.5625, 0.3777, 0.2953, 0.3744, -1.0301, 0.3962, 1.1998, -1.3324, 0.2630, 0.5346, 0.0397, -1.6499, 0.3261, 0.2407, 0.3897, -0.7202, -0.1649, 0.1221, -0.7403, -0.7014, -0.7169, 0.4982, 0.0709, 0.4429, 0.4149, 0.2627, 0.8400]}